# 1
Computed, not measured: C9H18F6NOPRb as an isolated structure in a non-equilibrium geometry, with wB97M-V/def2-TZVPD.

Structure (ORCA input):
```
! wB97M-V def2-TZVPD RIJCOSX def2/J DEFGRID3
* xyz -1 1
Rb 1.10130 -2.43726 -1.32389
C -0.96109 2.31909 -0.01308
C -0.02412 1.18753 0.41249
C 0.52971 1.45601 1.81350
C -0.41983 1.12481 2.98236
C -1.02087 -0.25860 2.77120
C -1.64822 -0.55729 1.40275
N -0.72677 -0.10933 0.37980
O -1.08361 -0.48737 -0.95421
C -3.03582 0.16840 1.32199
C -1.87799 -2.05474 1.19668
C 1.12741 1.10223 -0.56366
H -1.32751 2.18731 -1.03196
H -0.42529 3.27801 -0.01985
H -1.83311 2.47600 0.62181
H 0.64927 2.54367 1.87950
H 1.51690 1.00523 1.95003
H -1.16171 1.92137 2.84532
H 0.12996 1.32808 3.89944
H -1.66405 -0.69079 3.54337
H -0.13242 -0.91025 2.76920
H -2.92958 1.16758 1.73272
H -3.71269 -0.53054 1.82014
H -3.37158 0.24493 0.28743
H -2.58554 -2.38049 1.97033
H -0.96016 -2.63240 1.33006
H -2.34143 -2.25143 0.23449
H 1.71950 2.02406 -0.54265
H 0.74318 0.91390 -1.56357
H 1.85633 0.34306 -0.26378
P 3.40742 -1.68379 -4.43304
F 5.05745 -1.59480 -4.44227
F 3.45204 -0.04557 -4.39326
F 3.27155 -1.64131 -6.03928
F 1.77494 -1.59525 -4.28506
F 3.42007 -3.28114 -4.47475
F 3.48636 -1.64894 -2.82031
*
```

The highest occupied orbital energy is -2.8064 eV. The gap between HOMO and LUMO comes out at 4.60 eV.

Atomic partial charges in e from the Löwdin method, atoms 1 to 4:
1. Rb 0.90
2. C -0.04
3. C -0.54
4. C -0.15



# 2
Computed, not measured: C44H42As2ClF6IrN2O9S2 as an isolated structure in a non-equilibrium geometry, with wB97M-V/def2-TZVPD.

Structure (ORCA input):
```
! wB97M-V def2-TZVPD RIJCOSX def2/J DEFGRID3
* xyz 1 6
Ir 0.95983 1.04419 0.25465
O 1.97137 0.70707 2.97189
Cl 2.69209 1.24415 1.82506
O 3.86701 0.40046 1.59671
O 3.10956 2.59548 2.05595
O 3.06018 -0.43554 -0.97802
F -0.92045 6.26351 2.05465
C -1.08019 4.95011 2.08539
F -1.78393 4.57656 1.00741
F -1.78646 4.62045 3.16642
S 0.55413 4.03624 2.11633
O 0.12260 2.74576 1.55486
O 0.92695 4.04069 3.48372
N 1.33788 4.90955 1.08794
S 2.20705 4.36477 -0.09576
O 1.91577 3.00012 -0.54989
O 3.57240 4.75179 -0.12226
C 1.35216 5.34508 -1.43798
F 1.52646 6.64844 -1.29173
F 1.77542 4.99447 -2.65066
F 0.03994 5.06598 -1.37583
C -1.47960 -1.70240 8.01895
C -1.05345 -1.47737 6.59906
C -0.25962 -2.40075 5.92644
C 0.11212 -2.20842 4.60733
C 1.00998 -3.20377 3.91900
C -0.38812 -1.08594 3.92894
As 0.00643 -1.13537 2.00467
N -0.86416 0.10599 1.04160
C -2.07807 0.50833 0.67209
C -2.22255 1.56510 -0.27742
C -3.46665 2.02536 -0.62104
C -4.60900 1.45307 -0.05662
C -4.49229 0.40270 0.85947
C -3.25833 -0.06633 1.22565
C -1.04961 -2.70931 1.25310
C -0.61167 -3.09876 -0.02367
C 0.67272 -2.58685 -0.62896
C -1.36996 -4.00408 -0.75331
C -2.54296 -4.54216 -0.24401
C -3.38504 -5.49172 -1.04683
C -2.92027 -4.18564 1.04142
C -2.19993 -3.27879 1.81521
C -2.70652 -3.04446 3.21627
C -1.07736 -0.07402 4.61003
C -1.49048 1.21695 3.97804
C -1.42622 -0.31626 5.93253
H -1.14279 -2.66896 8.38718
H -2.56660 -1.65743 8.09600
H -1.07560 -0.92218 8.66520
H 0.08680 -3.28304 6.45139
H 1.35256 -3.96304 4.61745
H 1.88334 -2.69240 3.50554
H 0.48611 -3.70200 3.09745
H -1.32997 2.01222 -0.69589
H -3.55637 2.84012 -1.32619
H -5.58632 1.83330 -0.32014
H -5.38292 -0.04025 1.28424
H -3.15980 -0.87531 1.93436
H 1.50622 -2.75917 0.05653
H 0.60883 -1.51807 -0.84143
H 0.89074 -3.10410 -1.56218
H -1.03649 -4.29079 -1.74382
H -3.01200 -5.58173 -2.06514
H -4.41795 -5.14528 -1.08648
H -3.38600 -6.48111 -0.58744
H -3.80812 -4.63586 1.47149
H -3.78267 -3.20766 3.26055
H -2.48717 -2.05013 3.59172
H -2.24301 -3.76106 3.89767
H -0.74003 1.55989 3.27751
H -1.61522 1.98762 4.73602
H -2.44136 1.11335 3.45015
H -1.99582 0.43896 6.46180
O 0.55652 0.73853 -1.86637
As 1.52623 0.56414 -3.23783
C 2.83682 1.89371 -3.74804
C 2.68720 2.56138 -4.95979
C 3.63625 3.49580 -5.34256
C 4.72665 3.75497 -4.52433
C 4.88771 3.06250 -3.33338
C 3.94940 2.11949 -2.94644
C 2.40287 -1.16777 -3.11192
C 2.39777 -2.13380 -4.10932
C 3.02114 -3.35381 -3.89750
C 3.66974 -3.60349 -2.69693
C 3.69334 -2.64211 -1.69910
C 3.05965 -1.42721 -1.90959
C 0.04351 0.60435 -4.48752
C -0.59903 -0.52089 -4.98294
C -1.79594 -0.36976 -5.66966
C -2.35367 0.88826 -5.83601
C -1.72898 2.00858 -5.30340
C -0.53399 1.86676 -4.61894
H 1.84420 2.35151 -5.60552
H 3.52231 4.02474 -6.27903
H 5.45245 4.50348 -4.81291
H 5.73011 3.25895 -2.68519
H 4.07061 1.58847 -2.01517
H 1.92459 -1.92776 -5.06115
H 3.00552 -4.10906 -4.67088
H 4.16482 -4.55181 -2.53883
H 4.20564 -2.82155 -0.76118
H 3.68433 -0.59463 -0.23429
H -0.18211 -1.50743 -4.82603
H -2.29870 -1.24208 -6.06537
H -3.29319 0.99454 -6.36160
H -2.17678 2.98742 -5.41031
H -0.05453 2.72529 -4.16130
*
```

The highest occupied orbital energy (alpha / beta) is -11.1483 / -11.2542 eV. The gap between HOMO and LUMO (alpha / beta) comes out at 8.91 / 5.62 eV.

Atomic partial charges in e from the Löwdin method, atoms 1 to 4:
1. Ir 1.28
2. O -0.45
3. Cl 0.67
4. O -0.39



# 3
Computed, not measured: a 2-piece molecular cluster, C10H13OS2 overall in a non-equilibrium geometry, with wB97M-V/def2-TZVPD.

Structure (ORCA input):
```
! wB97M-V def2-TZVPD RIJCOSX def2/J DEFGRID3
* xyz -1 1
C 4.02006 -0.53800 -2.48378
S 2.54868 -0.57063 -1.45575
C 1.38685 -0.39862 -2.82802
C -0.01545 -0.35620 -2.22367
C -0.52348 -1.64182 -1.62197
O -0.65763 0.68366 -2.27963
H 4.83240 -0.61862 -1.76204
H 4.06009 -1.38545 -3.17193
H 4.09866 0.41002 -3.02037
H 1.61081 0.55181 -3.31248
H 1.45668 -1.27606 -3.47530
H 0.13070 -2.50174 -1.80591
H -0.64428 -1.51574 -0.53680
H -1.49965 -1.82925 -2.08610
S 0.71190 -0.66579 1.91764
C -0.60903 0.19768 2.43721
C -1.86324 -0.45402 2.59078
C -3.01561 0.29593 2.77717
C -2.94469 1.69339 2.90255
C -1.69450 2.33529 2.84998
C -0.53288 1.60077 2.65811
H -1.87552 -1.52711 2.50167
H -3.96519 -0.23269 2.81643
H -3.85078 2.27331 3.04469
H -1.60719 3.41525 2.95092
H 0.44229 2.05467 2.61662
*
```

The highest occupied orbital energy is -2.5532 eV. The gap between HOMO and LUMO comes out at 5.36 eV.

Atomic partial charges in e from the Löwdin method, atoms 1 to 4:
1. C -0.45
2. S 0.81
3. C -0.44
4. C -0.52



# 4
Computed, not measured: C4H6O2 as an isolated structure, with wB97M-V/def2-TZVPD.

Structure (ORCA input):
```
! wB97M-V def2-TZVPD RIJCOSX def2/J DEFGRID3
* xyz 0 1
O 2.09056 -0.41542 0.04896
C 0.77357 -0.74812 -0.08439
C -0.13289 -0.59706 1.00258
C -1.38674 0.54107 -0.63006
C -0.03748 0.69386 -0.40272
O 0.71148 1.67114 -0.28444
H 2.09542 0.56553 -0.10025
H 0.56136 -1.50830 -0.83594
H -1.03625 -1.18219 1.09466
H 0.17124 -0.00038 1.85766
H -1.98470 1.41595 -0.87496
H -1.82557 -0.43610 -0.79110
*
```

The highest occupied orbital energy is -9.0002 eV. The gap between HOMO and LUMO comes out at 8.62 eV.

Atomic partial charges in e from the Löwdin method, atoms 1 to 4:
1. O 0.00
2. C -0.32
3. C 0.13
4. C 0.11



# 5
Computed, not measured: C26H31CuI2N3O2Se as an isolated structure in a non-equilibrium geometry, with wB97M-V/def2-TZVPD.

Structure (ORCA input):
```
! wB97M-V def2-TZVPD RIJCOSX def2/J DEFGRID3
* xyz 0 2
Cu -1.34064 0.81505 1.15462
I 3.60129 0.88696 -4.51145
C 2.61461 0.76801 -2.68678
C 3.32712 0.92337 -1.52205
C 2.65079 0.88264 -0.33509
I 3.86641 1.12784 1.34887
C 1.26360 0.64888 -0.12721
O 0.67478 0.64453 1.04235
C 0.57351 0.47072 -1.36910
C -0.88181 -0.04100 -1.32770
N -1.71321 1.13662 -0.94454
C -3.13617 0.96160 -1.22437
C -3.82686 0.07325 -0.12981
C -4.96035 -0.70511 -0.32072
C -5.41978 -1.57420 0.65935
C -4.81045 -1.50505 1.93334
C -3.74523 -0.76001 2.04062
N -3.16158 -0.07746 1.08440
C 1.23963 0.53124 -2.59865
H 4.39795 1.08639 -1.37014
H -0.93856 -0.79917 -0.54551
H -1.18268 -0.45158 -2.33632
H -1.31013 1.96285 -1.34864
H -3.26057 0.32198 -2.21128
H -3.67177 1.89168 -1.45140
H -5.35093 -0.75849 -1.33199
H -6.25110 -2.24157 0.54897
H -5.17099 -2.07111 2.75552
H -3.20618 -0.66037 3.06170
H 0.73462 0.40069 -3.54385
C 1.78805 4.49284 2.35779
N 0.63017 3.70716 2.18050
C -0.01603 2.98826 3.30475
C -0.02082 3.76589 1.04344
C 0.66055 4.42897 -0.15661
O -1.17150 3.34557 0.84134
H 2.02189 5.06458 1.48440
H 2.61926 3.84139 2.57472
H 1.59317 5.20409 3.24056
H 0.66698 3.06265 4.18400
H -0.26987 1.98296 3.05209
H -1.03766 3.46116 3.58624
H 1.74860 4.36176 -0.19116
H 0.36687 5.46434 -0.27485
H 0.31825 3.84922 -1.01843
C 4.18874 -2.48974 -0.66795
C 2.76045 -2.90212 -0.51130
C 2.02729 -3.26517 -1.61410
C 0.67842 -3.49281 -1.57636
C 0.06308 -3.74827 -2.90410
C -0.00776 -3.48488 -0.33217
Se -1.74247 -4.01076 -0.03858
C 0.71433 -2.89779 0.74478
C -0.05094 -2.46828 1.91099
C 2.09538 -2.75255 0.68702
H 4.82662 -3.39312 -0.97264
H 4.60236 -2.23947 0.30449
H 4.33469 -1.62315 -1.32785
H 2.47419 -3.34068 -2.62628
H 0.37400 -2.86706 -3.50309
H -0.99746 -3.82463 -2.74614
H 0.31346 -4.63199 -3.36790
H -0.44362 -3.45079 2.28566
H -0.92525 -1.87386 1.57425
H 0.60356 -1.92883 2.61637
H 2.60768 -2.22408 1.46299
*
```

The highest occupied orbital energy (alpha / beta) is -7.2189 / -7.2191 eV. The gap between HOMO and LUMO (alpha / beta) comes out at 7.28 / 5.43 eV.

Atomic partial charges in e from the Löwdin method, atoms 1 to 4:
1. Cu 0.35
2. I 0.83
3. C -0.77
4. C -0.30



# 6
Computed, not measured: one molecule with the formula C7H14N6O2 in a non-equilibrium geometry, with wB97M-V/def2-TZVPD.

Structure (ORCA input):
```
! wB97M-V def2-TZVPD RIJCOSX def2/J DEFGRID3
* xyz 0 1
C -3.89115 -1.33734 -1.08785
C -3.26793 -1.01611 0.36670
C -4.29385 -0.10576 1.09710
N -1.98727 -0.29106 0.08798
N -1.01702 -0.52803 0.83059
O -0.89393 -1.05301 1.88934
O 0.20622 0.13140 0.37651
C 1.00744 -0.81412 -0.12560
N 0.71456 -2.02158 -0.54980
N 1.84316 -2.54124 -0.97217
N 2.85322 -1.73196 -0.72142
N 2.32960 -0.60852 -0.21772
C 3.16426 0.55155 0.24493
C 4.48353 0.42530 -0.34937
C 3.19554 0.51899 1.75483
H -3.89685 -0.45356 -1.72447
H -3.45239 -2.23010 -1.59199
H -4.92065 -1.63100 -1.04461
H -3.07797 -1.91539 1.06731
H -4.01595 -0.12248 2.05973
H -5.21224 -0.63105 1.01045
H -4.32216 0.83636 0.66908
H 2.67964 1.44508 -0.14902
H 4.76386 -0.66063 -0.21233
H 5.19693 1.19103 -0.01868
H 4.63850 0.61702 -1.43846
H 4.18310 0.47765 2.21518
H 2.60560 -0.30179 2.07331
H 2.68828 1.35684 2.12343
*
```

As for the SMILES: CC(C)/N=[N+](\[O-])Oc1nnnn1C(C)C. The highest occupied orbital energy is -9.9193 eV. The gap between HOMO and LUMO comes out at 10.42 eV.

Atomic partial charges in e from the Löwdin method, atoms 1 to 4:
1. C -0.06
2. C -0.33
3. C -0.04
4. N 0.16